This record from the Open Molecules 2025 dataset describes a 8-piece molecular cluster, C26H72F6N6O12S2 overall. The level of theory is ωB97M-V/def2-TZVPD.

Calculated values
Highest occupied orbital energy ... -17.2 eV
HOMO-LUMO gap ... 8.91 eV
LUMO level ... -8.269 eV

The geometry in ORCA input format:
```
! RIJCOSX wB97M-V def2-TZVPD def2/J DEFGRID3
* xyz 4 1
C 1.079 -0.877 -4.236
C 1.534 -2.074 -3.413
C 2.699 -2.820 -4.033
O 3.198 -3.814 -3.211
C 3.430 -5.099 -3.782
N 1.944 -1.583 -2.033
H 2.453 -0.710 -2.186
H 1.188 -1.310 -1.374
H 2.611 -2.160 -1.489
H 0.476 -1.219 -5.075
H 1.982 -0.339 -4.532
H 0.436 -0.195 -3.676
H 0.668 -2.705 -3.201
H 3.472 -2.084 -4.301
H 2.344 -3.148 -5.019
H 2.468 -5.521 -4.102
H 3.757 -5.794 -3.015
H 4.084 -5.068 -4.651
C -5.641 0.290 2.045
C -5.772 0.443 0.548
C -5.394 1.791 -0.020
O -5.111 1.630 -1.400
C -4.500 2.746 -2.001
N -4.943 -0.618 -0.168
H -5.237 -1.586 -0.067
H -4.944 -0.403 -1.176
H -3.914 -0.499 -0.032
H -4.599 0.270 2.373
H -6.024 -0.703 2.302
H -6.220 0.978 2.655
H -6.734 0.072 0.188
H -4.466 2.144 0.447
H -6.218 2.491 0.128
H -5.234 3.509 -2.269
H -4.059 2.446 -2.954
H -3.674 3.169 -1.423
C -0.929 -4.539 -0.541
C -1.566 -5.563 0.365
C -2.751 -6.361 -0.194
O -2.997 -7.547 0.484
C -2.653 -8.751 -0.193
N -0.523 -6.542 0.910
H 0.142 -6.101 1.548
H -0.938 -7.321 1.435
H -0.053 -6.913 0.082
H -0.459 -4.970 -1.426
H -0.289 -3.825 -0.020
H -1.703 -3.877 -0.940
H -1.990 -5.172 1.293
H -2.678 -6.520 -1.278
H -3.627 -5.722 -0.049
H -2.957 -9.635 0.357
H -1.560 -8.764 -0.317
H -3.079 -8.825 -1.197
C 2.482 6.618 -6.565
C 1.352 6.518 -5.576
C 1.783 5.886 -4.268
O 0.627 5.603 -3.508
C 0.690 4.483 -2.652
N 0.762 7.898 -5.283
H 0.687 8.460 -6.135
H -0.203 7.810 -4.951
H 1.284 8.362 -4.537
H 2.896 5.664 -6.885
H 3.317 7.264 -6.280
H 2.168 7.096 -7.500
H 0.517 5.954 -5.988
H 2.439 6.557 -3.699
H 2.374 4.999 -4.515
H 1.392 4.594 -1.814
H 1.092 3.599 -3.164
H -0.292 4.321 -2.219
C -2.397 2.591 5.683
C -1.675 2.313 4.378
C -0.432 3.104 4.096
O 0.564 2.765 5.010
C 1.698 3.610 5.027
N -1.238 0.838 4.408
H -0.485 0.774 5.108
H -2.002 0.231 4.687
H -0.781 0.575 3.518
H -2.593 3.658 5.778
H -1.870 2.198 6.549
H -3.397 2.149 5.653
H -2.329 2.338 3.505
H -0.668 4.180 4.169
H -0.080 3.110 3.050
H 2.269 3.500 4.097
H 2.277 3.253 5.873
H 1.517 4.679 5.171
C 3.186 0.944 2.419
C 2.952 -0.039 1.296
C 4.235 -0.642 0.754
O 3.856 -1.447 -0.374
C 5.041 -1.959 -1.054
N 2.120 -1.169 1.844
H 1.841 -1.838 1.128
H 2.664 -1.778 2.475
H 1.319 -0.880 2.433
H 3.607 0.409 3.270
H 2.291 1.478 2.730
H 3.932 1.681 2.117
H 2.378 0.356 0.460
H 4.774 -1.261 1.477
H 4.883 0.170 0.413
H 5.739 -2.463 -0.389
H 5.484 -1.123 -1.597
H 4.643 -2.682 -1.763
C -0.643 1.644 -0.321
F -1.159 1.597 -1.550
F 0.668 1.898 -0.445
F -1.254 2.603 0.351
S -0.834 0.011 0.566
O -2.273 -0.201 0.700
O -0.116 -0.945 -0.279
O -0.141 0.235 1.825
C 1.909 -0.421 6.181
F 1.386 0.711 6.653
F 2.964 -0.068 5.408
F 2.338 -1.173 7.161
S 0.667 -1.319 5.115
O 1.351 -2.556 4.743
O -0.489 -1.515 5.955
O 0.406 -0.510 3.915
*
```

Atomic partial charges in e from the Löwdin method, atoms 1 to 4: -0.0195, -0.3011, -0.2125, -0.2027

This record from the Open Molecules 2025 dataset describes one molecule with the formula C4H12N2. The level of theory is ωB97M-V/def2-TZVPD.

Calculated values
Highest occupied orbital energy ... -9.1 eV
HOMO-LUMO gap ... 10.20 eV
LUMO level ... 1.075 eV
SMILES ... C[C@H](N)CCN

The geometry in ORCA input format:
```
! RIJCOSX wB97M-V def2-TZVPD def2/J DEFGRID3
* xyz 0 1
C 2.185 -0.152 0.577
C 0.768 -0.370 0.111
N 0.818 -0.640 -1.361
C -0.056 0.881 0.410
C -1.544 0.877 0.054
N -2.122 -0.473 0.174
H 2.208 -0.065 1.660
H 2.611 0.732 0.104
H 2.804 -0.987 0.237
H 0.258 -1.258 0.498
H -0.151 -0.703 -1.648
H 1.146 -1.580 -1.593
H 0.128 1.150 1.454
H 0.406 1.683 -0.165
H -1.714 1.162 -0.990
H -2.018 1.661 0.664
H -3.133 -0.403 0.249
H -1.883 -0.771 1.118
*
```

Atomic partial charges in e from the Löwdin method, atoms 1 to 4: -0.0840, -0.4778, 0.0238, -0.1875

This record from the Open Molecules 2025 dataset describes C14H17F5N2O2RhTe as an isolated structure. The level of theory is ωB97M-V/def2-TZVPD.

Calculated values
Highest occupied orbital energy (spin up / spin down) ... -8.4 / -8.4 eV
HOMO-LUMO gap (spin up / spin down) ... 7.80 / 6.05 eV
LUMO level (spin up / spin down) ... -0.645 / -2.335 eV

The geometry in ORCA input format:
```
! RIJCOSX wB97M-V def2-TZVPD def2/J DEFGRID3
* xyz 0 2
Rh 0.451 0.060 0.219
C -0.951 1.038 2.560
N 0.110 0.077 2.213
C 1.393 0.433 2.858
C -0.312 -1.314 2.545
C -1.314 -1.721 1.516
C -2.369 -2.597 1.733
C -3.199 -2.940 0.673
C -2.974 -2.400 -0.588
C -1.926 -1.507 -0.798
C -1.104 -1.162 0.263
H -1.050 1.107 3.647
H -1.890 0.701 2.128
H -0.701 2.015 2.153
H 1.292 0.370 3.947
H 1.662 1.447 2.575
H 2.171 -0.245 2.516
H -0.717 -1.363 3.561
H 0.581 -1.937 2.500
H -2.542 -3.014 2.720
H -4.012 -3.638 0.828
H -3.617 -2.678 -1.415
H -1.734 -1.114 -1.789
O -0.381 1.826 -0.247
N -0.089 2.042 -1.552
C 1.071 2.628 -1.859
C 1.396 2.839 -3.182
C 0.516 2.434 -4.170
C -0.675 1.821 -3.812
C -0.957 1.629 -2.480
H 1.704 2.864 -1.019
H 2.343 3.301 -3.419
H 0.759 2.585 -5.213
H -1.380 1.473 -4.553
H -1.841 1.148 -2.093
F 3.751 -1.148 1.056
Te 3.082 -0.890 -0.698
F 4.789 -0.122 -0.978
F 3.843 -2.627 -0.897
F 1.492 -1.702 0.321
F 0.909 -0.491 -1.741
O 2.422 0.770 -0.032
*
```

Atomic partial charges in e from the Löwdin method, atoms 1 to 4: 1.1549, -0.0553, -0.3773, -0.0571

This record from the Open Molecules 2025 dataset describes a 2-piece molecular cluster, C11H14N2O overall. The level of theory is ωB97M-V/def2-TZVPD.

Calculated values
Highest occupied orbital energy ... -8.5 eV
HOMO-LUMO gap ... 9.22 eV
LUMO level ... 0.717 eV
SMILES ... Cc1ccc(O)cc1.Cc1c[nH]cn1

The geometry in ORCA input format:
```
! RIJCOSX wB97M-V def2-TZVPD def2/J DEFGRID3
* xyz 0 1
C 1.798 -0.723 1.018
C 0.741 -1.828 0.923
C 1.142 -3.124 1.165
C 0.239 -4.227 1.041
C -1.068 -3.926 0.830
O -2.001 -4.932 0.593
C -1.473 -2.613 0.583
C -0.619 -1.541 0.643
H 1.834 -0.628 2.102
H 1.478 0.225 0.593
H 2.731 -0.930 0.501
H 2.157 -3.435 1.363
H 0.701 -5.199 1.092
H -2.802 -4.721 1.066
H -2.480 -2.489 0.196
H -0.909 -0.539 0.362
C 1.462 3.937 -0.226
C 0.343 3.346 -0.998
C -0.973 3.186 -0.581
N -1.712 2.895 -1.672
C -0.882 2.967 -2.771
N 0.331 3.212 -2.368
H 1.923 4.703 -0.847
H 2.266 3.184 -0.319
H 1.181 4.349 0.732
H -1.481 3.268 0.367
H -2.721 2.919 -1.639
H -1.205 2.664 -3.748
*
```

Atomic partial charges in e from the Löwdin method, atoms 1 to 4: -0.0467, -0.2760, -0.0444, -0.0046

This record from the Open Molecules 2025 dataset describes one molecule with the formula C4H8N2. The level of theory is ωB97M-V/def2-TZVPD.

Calculated values
Highest occupied orbital energy ... -8.7 eV
HOMO-LUMO gap ... 9.80 eV
LUMO level ... 1.071 eV
SMILES ... C[C@@H]1C=NNC1

The geometry in ORCA input format:
```
! RIJCOSX wB97M-V def2-TZVPD def2/J DEFGRID3
* xyz 0 1
C 1.576 -0.108 -0.520
C 0.418 -0.136 0.498
C -0.530 -1.296 0.252
N -1.649 -1.030 -0.262
N -1.733 0.361 -0.497
C -0.624 1.045 0.271
H 2.295 -0.929 -0.347
H 1.189 -0.215 -1.549
H 2.206 0.756 -0.457
H 0.834 -0.171 1.528
H -0.150 -2.271 0.452
H -2.669 0.661 -0.244
H -0.232 1.877 -0.353
H -0.932 1.457 1.226
*
```

Atomic partial charges in e from the Löwdin method, atoms 1 to 4: -0.0843, -0.3118, -0.1747, 0.0198

no.,largest force on an atom (Eh/bohr),molar mass (g mol⁻¹)
1,0.0682,839.0
2,0.0309,88.2
3,0.0587,570.8
4,0.0583,190.2
5,0.0283,84.1